(1)
The following is a DFT calculation (ωB97M-V with the def2-TZVPD basis set) of a cluster of 2 separate species, C30H29NO4S2 in total.

Element x y z (Å)
C -3.859 -3.040 2.143
C -4.641 -1.983 1.343
C -3.612 -0.913 0.946
N -2.266 -1.528 1.053
C -1.131 -0.754 1.117
C 0.167 -1.286 1.188
C 0.460 -2.592 0.726
C 1.705 -3.134 0.906
C 2.700 -2.398 1.534
C 2.458 -1.092 1.937
C 1.220 -0.529 1.754
C -2.383 -2.841 1.765
H -4.002 -2.898 3.221
H -4.198 -4.059 1.917
H -5.087 -2.435 0.450
H -5.465 -1.555 1.927
H -3.761 -0.546 -0.075
H -3.647 -0.050 1.617
H -1.247 0.304 1.283
H -0.294 -3.138 0.188
H 1.914 -4.126 0.542
H 3.672 -2.835 1.685
H 3.245 -0.512 2.389
H 1.028 0.488 2.050
H -1.730 -2.822 2.644
H -2.037 -3.647 1.113
C 2.668 4.804 6.115
C 2.430 6.049 5.557
C 1.999 6.153 4.266
C 1.767 4.998 3.461
C 1.246 5.079 2.191
S 1.169 3.552 1.240
C 0.835 3.980 -0.462
C -0.380 3.653 -1.012
C -0.664 4.011 -2.313
C 0.271 4.697 -3.059
C 1.493 5.013 -2.506
C 1.778 4.648 -1.206
O 2.551 2.937 1.261
O -0.006 2.767 1.785
S 0.611 6.646 1.571
C -0.879 6.552 2.570
C -1.902 5.750 2.130
C -3.041 5.611 2.891
C -3.146 6.274 4.096
C -2.121 7.087 4.529
C -0.988 7.232 3.758
O 1.447 7.806 2.054
O 0.130 6.566 0.145
C 2.058 3.734 4.063
C 2.488 3.654 5.359
H 3.004 4.731 7.135
H 2.588 6.943 6.135
H 1.897 7.122 3.815
H -1.103 3.124 -0.413
H -1.623 3.771 -2.739
H 0.049 4.981 -4.074
H 2.217 5.567 -3.078
H 2.722 4.906 -0.757
H -1.799 5.239 1.188
H -3.844 4.983 2.545
H -4.025 6.146 4.704
H -2.198 7.601 5.472
H -0.190 7.879 4.076
H 1.893 2.835 3.490
H 2.665 2.689 5.805

Values from the calculation:
* calculated total energy: -62925.96232 eV
* relative energy (zero: lowest compared OMol25 entry of this formula, charge and spin): 99.0 kJ/mol
* strongest force on any atom: 4.8 eV Å⁻¹
* HOMO: -5.48 eV
* 2S+1: 1

Atom charges from the Löwdin analysis, given in e for atoms 1 to 5:
1. C -0.15
2. C -0.15
3. C -0.12
4. N -0.03
5. C 0.10



(2)
The following is a DFT calculation (ωB97M-V with the def2-TZVPD basis set) of a cluster of 5 separate species, C30H30 in total.

Element x y z (Å)
C -3.648 -2.544 -1.786
C -2.387 -2.005 -1.844
C -1.823 -1.797 -3.096
C -2.484 -2.129 -4.304
C -3.849 -2.474 -4.160
C -4.415 -2.729 -2.919
H -4.111 -2.543 -0.811
H -1.797 -1.830 -0.957
H -0.832 -1.369 -3.071
H -2.076 -1.901 -5.278
H -4.408 -2.771 -5.034
H -5.402 -3.168 -2.927
C -1.253 1.608 -6.222
C -0.934 1.145 -4.936
C 0.402 0.980 -4.553
C 1.484 1.211 -5.456
C 1.100 1.566 -6.784
C -0.210 1.815 -7.111
H -2.286 1.705 -6.524
H -1.731 1.006 -4.220
H 0.727 0.763 -3.547
H 2.482 1.072 -5.067
H 1.904 1.648 -7.500
H -0.426 2.211 -8.092
C 3.748 0.568 7.331
C 3.363 1.409 6.351
C 2.193 1.185 5.590
C 1.277 0.249 6.046
C 1.600 -0.578 7.136
C 2.814 -0.429 7.793
H 4.691 0.681 7.846
H 3.937 2.293 6.114
H 1.954 1.780 4.721
H 0.272 0.264 5.650
H 0.934 -1.330 7.532
H 3.192 -1.097 8.552
C 1.774 1.517 -0.151
C 1.758 0.252 -0.709
C 2.581 -0.718 -0.114
C 3.286 -0.402 1.088
C 3.022 0.786 1.738
C 2.281 1.748 1.101
H 1.252 2.351 -0.597
H 1.255 0.146 -1.659
H 2.766 -1.675 -0.580
H 3.899 -1.173 1.530
H 3.517 1.008 2.671
H 2.127 2.683 1.620
C -0.590 -0.143 1.870
C -1.403 -1.252 2.061
C -2.788 -1.201 1.944
C -3.324 0.016 1.428
C -2.518 1.040 1.007
C -1.167 1.012 1.337
H 0.441 -0.145 2.193
H -0.938 -2.160 2.414
H -3.403 -2.008 2.315
H -4.395 0.061 1.297
H -2.926 1.953 0.598
H -0.507 1.843 1.135

Values from the calculation:
* SMILES: c1ccccc1.c1ccccc1.c1ccccc1.c1ccccc1.c1ccccc1
* calculated total energy: -31595.06859 eV
* relative energy (zero: lowest compared OMol25 entry of this formula, charge and spin): 0.0 kJ/mol
* strongest force on any atom: 3.1 eV Å⁻¹
* HOMO: -9.10 eV
* 2S+1: 1

Atom charges from the Löwdin analysis, given in e for atoms 1 to 5:
1. C -0.11
2. C -0.09
3. C -0.10
4. C -0.06
5. C -0.10



(3)
The following is a DFT calculation (ωB97M-V with the def2-TZVPD basis set) of a structure of composition C30H30As2BrN3O3PbSe.

Element x y z (Å)
Pb -0.454 -1.796 -0.168
Br -2.240 -1.942 7.090
C -2.336 -2.225 5.230
C -2.093 -1.166 4.363
C -2.123 -1.392 3.002
C -2.422 -2.656 2.491
C -2.668 -3.708 3.373
C -2.626 -3.491 4.737
N -2.408 -2.791 1.092
C -3.108 -3.635 0.446
C -2.999 -3.711 -1.012
C -3.820 -4.556 -1.741
C -3.719 -4.571 -3.126
C -2.801 -3.735 -3.736
C -2.002 -2.922 -2.943
N -2.092 -2.913 -1.614
H -1.887 -0.184 4.764
H -1.961 -0.576 2.302
H -2.849 -4.707 2.996
H -2.811 -4.306 5.424
H -3.819 -4.302 0.933
H -4.525 -5.192 -1.222
H -4.349 -5.222 -3.716
H -2.688 -3.713 -4.811
H -1.263 -2.257 -3.372
C 2.226 0.816 3.496
As 1.604 0.667 1.637
C 3.187 -0.159 0.829
C 1.916 2.520 1.084
C 3.162 3.112 1.247
C 3.378 4.434 0.885
C 2.356 5.178 0.317
C 1.113 4.602 0.112
C 0.905 3.283 0.505
As -0.916 2.648 0.404
C -1.512 2.421 2.231
C -2.010 4.053 -0.336
H 3.243 1.205 3.523
H 2.218 -0.168 3.964
H 1.579 1.477 4.070
H 3.325 0.235 -0.177
H 3.049 -1.239 0.767
H 4.079 0.040 1.420
H 3.973 2.539 1.678
H 4.348 4.884 1.047
H 2.520 6.210 0.039
H 0.327 5.172 -0.365
H -1.462 3.400 2.708
H -0.847 1.736 2.754
H -2.539 2.060 2.259
H -1.958 4.922 0.319
H -3.042 3.709 -0.385
H -1.669 4.313 -1.336
Se -1.605 0.777 -0.918
C -3.286 0.908 -0.078
N -4.287 0.997 0.484
O 2.827 2.147 -2.598
C 3.046 1.046 -3.340
C 4.160 1.020 -4.175
C 4.433 -0.096 -4.935
C 3.606 -1.222 -4.879
C 2.506 -1.209 -4.057
C 2.205 -0.078 -3.276
C 1.053 -0.104 -2.378
O 0.756 0.910 -1.671
O 0.328 -1.156 -2.293
H 2.002 2.019 -2.100
H 4.795 1.896 -4.212
H 5.299 -0.102 -5.584
H 3.825 -2.095 -5.478
H 1.849 -2.063 -3.991

Values from the calculation:
* calculated total energy: -304509.78734 eV
* net charge: +2
* relative energy (zero: lowest compared OMol25 entry of this formula, charge and spin): 0.0 kJ/mol
* strongest force on any atom: 0.9 eV Å⁻¹
* HOMO: -12.88 eV
* 2S+1: 1

Atom charges from the Löwdin analysis, given in e for atoms 1 to 5:
1. Pb 1.34
2. Br 0.82
3. C -0.68
4. C -0.11
5. C -0.04



Repeat the second record exactly.
The following is a DFT calculation (ωB97M-V with the def2-TZVPD basis set) of a cluster of 5 separate species, C30H30 in total.

Element x y z (Å)
C -3.648 -2.544 -1.786
C -2.387 -2.005 -1.844
C -1.823 -1.797 -3.096
C -2.484 -2.129 -4.304
C -3.849 -2.474 -4.160
C -4.415 -2.729 -2.919
H -4.111 -2.543 -0.811
H -1.797 -1.830 -0.957
H -0.832 -1.369 -3.071
H -2.076 -1.901 -5.278
H -4.408 -2.771 -5.034
H -5.402 -3.168 -2.927
C -1.253 1.608 -6.222
C -0.934 1.145 -4.936
C 0.402 0.980 -4.553
C 1.484 1.211 -5.456
C 1.100 1.566 -6.784
C -0.210 1.815 -7.111
H -2.286 1.705 -6.524
H -1.731 1.006 -4.220
H 0.727 0.763 -3.547
H 2.482 1.072 -5.067
H 1.904 1.648 -7.500
H -0.426 2.211 -8.092
C 3.748 0.568 7.331
C 3.363 1.409 6.351
C 2.193 1.185 5.590
C 1.277 0.249 6.046
C 1.600 -0.578 7.136
C 2.814 -0.429 7.793
H 4.691 0.681 7.846
H 3.937 2.293 6.114
H 1.954 1.780 4.721
H 0.272 0.264 5.650
H 0.934 -1.330 7.532
H 3.192 -1.097 8.552
C 1.774 1.517 -0.151
C 1.758 0.252 -0.709
C 2.581 -0.718 -0.114
C 3.286 -0.402 1.088
C 3.022 0.786 1.738
C 2.281 1.748 1.101
H 1.252 2.351 -0.597
H 1.255 0.146 -1.659
H 2.766 -1.675 -0.580
H 3.899 -1.173 1.530
H 3.517 1.008 2.671
H 2.127 2.683 1.620
C -0.590 -0.143 1.870
C -1.403 -1.252 2.061
C -2.788 -1.201 1.944
C -3.324 0.016 1.428
C -2.518 1.040 1.007
C -1.167 1.012 1.337
H 0.441 -0.145 2.193
H -0.938 -2.160 2.414
H -3.403 -2.008 2.315
H -4.395 0.061 1.297
H -2.926 1.953 0.598
H -0.507 1.843 1.135

Values from the calculation:
* SMILES: c1ccccc1.c1ccccc1.c1ccccc1.c1ccccc1.c1ccccc1
* calculated total energy: -31595.06859 eV
* relative energy (zero: lowest compared OMol25 entry of this formula, charge and spin): 0.0 kJ/mol
* strongest force on any atom: 3.1 eV Å⁻¹
* HOMO: -9.10 eV
* 2S+1: 1

Atom charges from the Löwdin analysis, given in e for atoms 1 to 5:
1. C -0.11
2. C -0.09
3. C -0.10
4. C -0.06
5. C -0.10